# C23H37LaO3

A molecular structure, C23H37LaO3 at a distorted geometry (ωB97M-V/def2-TZVPD, OMol25).

Electronic energy, Ha: -1155.77254
Gap between HOMO and LUMO, hartree: 0.2496
LUMO, eV: -0.449
ΔE to the lowest compared entry with this formula, charge and spin, kcal per mole: 41.8

```
! wB97M-V def2-TZVPD RIJCOSX def2/J DEFGRID3
* xyz 0 1
La -1.18 0.84 1.33
O -0.44 -0.42 -4.17
O 1.21 -0.75 -2.17
O -1.47 1.73 3.17
C -1.46 2.24 4.51
C 0.93 2.12 -0.25
C 1.45 1.96 1.98
C -0.08 2.08 5.11
C 0.17 -1.51 2.10
C -1.74 -0.42 -4.81
C 2.89 -1.45 -0.45
C -2.09 -1.79 1.69
C 3.21 -1.16 -2.96
C -1.85 3.70 4.39
C 0.40 -1.34 -4.98
C 1.80 1.50 0.69
C 0.61 3.09 1.80
C -0.24 -1.63 -6.35
C 0.24 -1.84 -2.02
C -0.54 -1.09 3.25
C -2.52 1.46 5.27
C -1.94 -1.25 3.00
C -1.68 -1.14 -6.18
C 2.29 -1.68 -1.84
C 0.26 3.17 0.43
C -0.79 -1.98 1.16
C 1.27 -2.94 -1.78
H -0.29 -1.94 -2.97
H 1.26 -3.64 -2.64
H 1.44 -1.01 -5.15
H -2.82 3.75 3.90
H -0.21 -2.70 -6.63
H 0.46 3.86 2.54
H 0.67 2.62 4.53
H -0.49 -1.61 -1.25
H 2.65 -0.98 -3.88
H -1.89 4.21 5.36
H 0.27 -1.08 -7.14
H -2.42 -0.97 -4.14
H 3.58 -0.16 -2.68
H -2.04 -0.50 -6.99
H -2.37 -1.99 -6.13
H -3.02 -2.13 1.23
H -0.08 -0.86 4.20
H 1.16 -3.45 -0.82
H 1.90 1.63 2.91
H -0.57 -2.63 0.32
H 0.39 -2.28 -4.39
H 4.05 -1.80 -3.18
H 0.22 1.03 5.13
H -0.03 2.48 6.13
H -0.26 4.02 -0.02
H 1.25 -1.61 2.03
H -2.03 0.62 -4.96
H -3.46 1.48 4.71
H -1.13 4.22 3.75
H -2.74 -1.14 3.73
H 3.06 -0.37 -0.25
H 0.95 1.93 -1.32
H 3.84 -2.02 -0.32
H 2.18 -1.83 0.30
H -2.71 1.88 6.26
H 2.76 1.05 0.49
H -2.25 0.41 5.39
*
```

Atom charges from the Löwdin analysis, given in e for atoms 1 to 8:
1. La 2.0284
2. O -0.1831
3. O -0.1284
4. O -0.5347
5. C -0.6914
6. C -0.2396
7. C -0.2039
8. C -0.0274